ORCA calculation (wB97M-V/def2-TZVPD) on a molecular structure, C60H94BCsN10O2P3Si.

```
! wB97M-V def2-TZVPD RIJCOSX def2/J DEFGRID3
* xyz 0 2
Cs -0.91 0.41 -0.11
C -3.78 4.61 1.95
C -3.35 3.27 2.09
N -3.21 2.67 0.92
N -3.53 3.61 -0.01
C -3.88 4.78 0.59
B -3.49 3.47 -1.57
N -2.11 3.97 -2.10
C -1.75 5.12 -2.73
C -0.38 5.11 -2.87
C 0.02 3.90 -2.29
N -1.01 3.21 -1.82
N -3.73 2.01 -2.07
C -4.22 1.73 -3.30
C -4.28 0.36 -3.44
C -3.80 -0.12 -2.21
N -3.47 0.87 -1.39
N -4.70 4.29 -2.09
C -5.97 3.95 -1.75
C -6.82 4.87 -2.33
C -5.95 5.75 -3.01
N -4.68 5.40 -2.87
H -3.98 5.33 2.73
H -3.16 2.72 3.01
H -4.18 5.64 0.01
H -2.49 5.84 -3.03
H 0.24 5.87 -3.33
H 1.03 3.52 -2.15
H -4.49 2.52 -3.99
H -4.63 -0.20 -4.29
H -3.69 -1.15 -1.88
H -6.17 3.09 -1.13
H -7.89 4.90 -2.27
H -6.20 6.62 -3.60
C 1.73 0.85 -3.30
Si 2.42 0.49 -1.59
C 3.24 -1.22 -1.47
C 4.60 -1.30 -1.13
C 5.23 -2.51 -0.88
C 4.50 -3.68 -0.96
C 3.16 -3.64 -1.31
C 2.52 -2.43 -1.59
P 0.78 -2.36 -2.21
C 0.06 -3.96 -1.56
C 0.13 -5.26 -2.37
C -0.92 -5.34 -3.48
C -2.34 -5.09 -2.95
C -2.41 -3.76 -2.20
C -1.38 -3.73 -1.07
C 1.18 -2.44 -4.03
C 1.96 -3.62 -4.61
C 2.58 -3.20 -5.96
C 1.63 -2.29 -6.78
C 0.17 -2.53 -6.38
C -0.04 -2.10 -4.91
C 3.78 1.80 -1.34
C 4.69 1.94 -2.40
C 5.68 2.92 -2.37
C 5.76 3.78 -1.29
C 4.86 3.66 -0.24
C 3.87 2.67 -0.24
P 2.71 2.43 1.17
C 2.66 4.11 1.95
C 1.87 4.05 3.28
C 0.35 3.94 3.07
C -0.16 5.07 2.19
C 0.56 5.05 0.84
C 2.07 5.18 1.02
C 3.82 1.55 2.39
C 4.92 2.39 3.05
C 6.01 1.52 3.72
C 5.48 0.13 4.06
C 5.12 -0.62 2.77
C 4.44 0.31 1.74
H 2.40 0.44 -4.07
H 1.65 1.93 -3.45
H 0.73 0.42 -3.45
H 5.18 -0.38 -1.05
H 6.28 -2.53 -0.62
H 4.97 -4.64 -0.75
H 2.62 -4.58 -1.39
H 0.67 -4.08 -0.66
H -0.06 -6.08 -1.67
H 1.12 -5.42 -2.78
H -0.87 -6.32 -3.96
H -0.71 -4.59 -4.25
H -2.61 -5.90 -2.26
H -3.06 -5.11 -3.77
H -3.41 -3.59 -1.81
H -2.20 -2.94 -2.90
H -1.63 -4.53 -0.36
H -1.46 -2.79 -0.53
H 1.86 -1.59 -4.09
H 1.30 -4.48 -4.76
H 2.76 -3.94 -3.94
H 2.82 -4.10 -6.54
H 3.52 -2.68 -5.78
H 1.77 -2.47 -7.85
H 1.87 -1.24 -6.60
H -0.07 -3.59 -6.50
H -0.50 -1.97 -7.03
H -0.95 -2.56 -4.53
H -0.22 -1.02 -4.87
H 4.63 1.28 -3.26
H 6.38 3.01 -3.20
H 6.52 4.56 -1.26
H 4.94 4.36 0.59
H 3.68 4.37 2.20
H 2.07 4.97 3.83
H 2.23 3.23 3.91
H -0.16 3.93 4.04
H 0.11 2.99 2.57
H 0.04 6.03 2.69
H -1.23 4.99 2.04
H 0.19 5.84 0.18
H 0.32 4.10 0.34
H 2.28 6.16 1.48
H 2.58 5.17 0.05
H 3.14 1.20 3.18
H 4.48 3.06 3.79
H 5.39 3.02 2.29
H 6.39 2.02 4.61
H 6.86 1.40 3.04
H 4.60 0.23 4.71
H 6.22 -0.44 4.63
H 4.48 -1.47 2.98
H 6.03 -1.03 2.33
H 3.69 -0.25 1.17
H 5.18 0.66 1.01
C 2.09 -3.13 4.55
O 1.90 -2.61 3.24
C 1.32 -1.40 3.09
O 1.02 -1.00 1.99
N 1.04 -0.71 4.24
N 0.45 0.55 4.17
H 2.47 -4.14 4.42
H 1.15 -3.17 5.11
H 2.83 -2.55 5.10
H 1.51 -0.92 5.10
H -0.55 0.42 4.10
H 0.75 0.99 3.31
C -5.13 -2.29 0.72
C -4.05 -3.10 1.46
C -4.66 -4.25 2.27
P -2.89 -1.88 2.27
C -3.95 -0.79 3.33
C -5.04 -1.37 4.23
C -3.00 0.13 4.12
C -1.79 -2.84 3.41
C -1.01 -3.85 2.56
C -2.33 -3.47 4.69
H -5.62 -2.91 -0.03
H -4.71 -1.41 0.22
H -5.90 -1.93 1.41
H -3.41 -3.55 0.69
H -5.20 -3.90 3.15
H -3.90 -4.96 2.59
H -5.37 -4.79 1.64
H -4.43 -0.16 2.58
H -4.65 -2.09 4.95
H -5.82 -1.86 3.65
H -5.51 -0.56 4.80
H -2.48 -0.42 4.91
H -3.55 0.94 4.59
H -2.25 0.57 3.46
H -1.07 -2.07 3.72
H -1.67 -4.63 2.16
H -0.25 -4.35 3.16
H -0.51 -3.37 1.72
H -3.14 -4.18 4.50
H -2.70 -2.72 5.40
H -1.53 -4.03 5.20
*
```

Energy above the lowest of the compared OMol25 structures with the same formula, charge and spin (kcal/mol): 16.8
<S²>: 0.7531
E (eV): -119713.889
Lowest unoccupied orbital energy (spin up / spin down) (hartree): 0.0014 / -0.0201
HOMO energy (spin up / spin down) (eV): -6.8 / -8.2

Atomic partial charges in e from the Mulliken method, atoms 1 to 8: 0.4214, -1.5779, 0.0058, -0.1473, 1.1861, -0.4075, -0.6391, 0.1155

---

ORCA calculation (wB97M-V/def2-TZVPD) on a molecular structure, C26H40FN13O3S2.

```
! wB97M-V def2-TZVPD RIJCOSX def2/J DEFGRID3
* xyz 0 1
O 4.85 -1.74 -3.94
S 3.88 -1.16 -3.07
O 4.28 0.47 -2.90
F 4.54 1.03 -4.19
O 2.57 -0.99 -3.98
S 1.10 -1.46 -3.15
H 0.34 -0.48 -3.67
C -2.99 -2.62 -0.59
C -1.95 -2.37 -1.57
N -1.15 -2.17 -2.37
H -3.95 -2.69 -1.09
H -2.78 -3.56 -0.08
H -3.01 -1.82 0.13
C -2.98 -1.07 3.91
C -2.11 -1.36 2.78
N -1.42 -1.59 1.89
H -3.32 -2.00 4.36
H -2.45 -0.48 4.65
H -3.85 -0.51 3.57
C -2.13 3.34 5.22
C -2.76 2.14 5.75
N -3.26 1.19 6.16
H -1.15 3.10 4.82
H -2.74 3.76 4.42
H -2.02 4.08 6.00
C 2.36 4.11 5.48
C 1.11 4.87 5.49
N 0.12 5.45 5.51
H 2.77 4.04 6.48
H 2.17 3.10 5.11
H 3.08 4.60 4.83
C -5.37 -5.03 1.01
C -5.29 -4.02 2.06
N -5.22 -3.21 2.86
H -5.72 -4.56 0.08
H -4.39 -5.46 0.84
H -6.07 -5.81 1.30
C 3.77 -0.24 4.86
C 3.92 0.79 5.88
N 4.03 1.60 6.69
H 3.41 0.21 3.93
H 4.73 -0.71 4.68
H 3.06 -0.99 5.19
C 1.38 0.49 -7.26
C 0.54 1.12 -6.25
N -0.12 1.62 -5.45
H 1.56 -0.55 -6.99
H 0.89 0.53 -8.22
H 2.34 1.01 -7.31
C -1.88 3.63 -9.07
C -1.62 2.20 -8.96
N -1.41 1.07 -8.87
H -1.12 4.17 -8.51
H -1.84 3.93 -10.12
H -2.86 3.86 -8.67
C 2.51 4.09 -4.16
C 2.53 4.42 -5.58
N 2.54 4.68 -6.70
H 2.26 4.97 -3.58
H 1.77 3.31 -3.98
H 3.49 3.72 -3.86
C -4.68 -7.15 -2.55
C -3.76 -6.65 -1.54
N -3.02 -6.26 -0.75
H -5.70 -7.04 -2.20
H -4.56 -6.57 -3.47
H -4.48 -8.19 -2.75
C 6.64 -0.33 9.01
C 7.44 -0.56 7.82
N 8.06 -0.74 6.87
H 6.32 -1.28 9.44
H 7.22 0.22 9.76
H 5.76 0.25 8.75
C -6.80 -2.82 6.09
C -7.00 -3.37 7.43
N -7.16 -3.80 8.48
H -6.00 -2.08 6.11
H -6.52 -3.62 5.41
H -7.71 -2.35 5.74
C 5.87 4.13 -7.85
C 6.74 3.89 -9.00
N 7.42 3.70 -9.91
H 5.70 3.20 -7.32
H 6.34 4.84 -7.18
H 4.91 4.53 -8.18
*
```

E (eV): -77503.767
Lowest unoccupied orbital energy (hartree): -0.0031
HOMO energy (eV): -9.4

Atomic partial charges in e from the Mulliken method, atoms 1 to 8: -0.4867, 0.7332, -0.1451, -0.1477, -0.1294, 0.0599, 0.1247, -0.5718

---

ORCA calculation (wB97M-V/def2-TZVPD) on a gas-phase ion, C5H10N3O (charge +1).

```
! wB97M-V def2-TZVPD RIJCOSX def2/J DEFGRID3
* xyz 1 1
C -0.33 0.16 0.83
C -1.59 0.73 0.27
C -0.40 0.17 2.35
C -1.69 -0.02 -2.19
C 1.86 -0.75 0.45
N -1.43 2.24 -1.45
N -1.54 1.05 -1.24
N 0.60 -0.16 0.02
O -2.57 1.09 0.87
H 0.16 0.96 2.82
H -0.06 -0.78 2.65
H -1.49 0.44 2.70
H -0.72 -0.39 -2.51
H -2.17 -0.97 -1.85
H -2.08 0.39 -3.14
H 1.71 -1.50 1.17
H 2.35 0.15 0.98
H 2.35 -1.15 -0.60
H -1.32 2.51 -2.47
*
```

Energy above the lowest of the compared OMol25 structures with the same formula, charge and spin (kcal/mol): 98.7
E (eV): -11854.500
Lowest unoccupied orbital energy (hartree): -0.2085
HOMO energy (eV): -14.2

Atomic partial charges in e from the Mulliken method, atoms 1 to 8: 0.6994, 0.2759, -1.2094, -0.6922, -0.7630, -0.6566, 0.8238, -0.3698

---

ORCA calculation (wB97M-V/def2-TZVPD) on a molecular structure, C10H17AuN3O5S.

```
! wB97M-V def2-TZVPD RIJCOSX def2/J DEFGRID3
* xyz 1 1
Au -0.32 -1.41 0.97
O -2.25 1.21 0.83
C -2.23 1.50 -0.55
C -1.33 2.69 -0.85
N 0.06 2.42 -0.42
C 0.60 3.06 0.53
C -0.02 0.88 3.10
O 0.56 1.87 3.18
O -0.63 -0.11 2.99
C 0.83 1.42 -1.20
C 1.97 0.77 -0.35
O 3.09 0.86 -0.82
O 1.59 0.22 0.72
H -2.87 1.78 1.29
H -1.87 0.60 -1.05
H -3.23 1.72 -0.95
H -1.31 2.93 -1.91
H -1.67 3.56 -0.29
H 1.62 2.85 0.82
H 0.02 3.82 1.05
H 0.14 0.66 -1.53
H 1.25 1.95 -2.06
S 0.21 -3.08 -0.54
C 1.94 -2.85 -0.43
N 2.58 -3.20 0.67
C 4.02 -3.01 0.88
C 4.50 -1.88 -0.01
C 4.06 -2.12 -1.44
N 2.61 -2.37 -1.46
H 2.01 -3.58 1.41
H 4.54 -3.94 0.65
H 4.18 -2.78 1.93
H 5.59 -1.82 0.02
H 4.09 -0.93 0.33
H 4.57 -2.98 -1.89
H 4.24 -1.24 -2.05
H 2.06 -2.10 -2.26
*
```

Energy above the lowest of the compared OMol25 structures with the same formula, charge and spin (kcal/mol): 0.0
E (eV): -39875.942
Lowest unoccupied orbital energy (hartree): -0.1352
HOMO energy (eV): -11.6

Atomic partial charges in e from the Mulliken method, atoms 1 to 8: 0.4650, -0.4353, -0.6026, -0.6807, 0.3613, -0.3383, 1.0207, -0.3966